{
  "formula": "H5O2PSSi",
  "method": "ωB97M-V with the def2-TZVPD basis set",
  "homo_ha": -0.351,
  "molar_mass_da": 128.16,
  "e_above_lowest_kcal_mol": 14.1,
  "gap_ev": 8.92,
  "elements": ["O", "Si", "H", "H", "H", "H", "O", "P", "S", "H"],
  "coordinates": [[1.44107, 0.13338, -1.39588], [0.89244, -0.42449, 0.01528], [2.38854, 0.04639, -1.56968], [1.57632, -1.67004, 0.38286], [1.19086, 0.28515, 1.14605], [-0.45413, -0.47284, -0.38242], [-3.88751, 1.22102, -0.49195], [-5.29839, 0.80053, 0.04152], [-5.38254, -1.07044, 0.13271], [-3.54559, 0.53174, -1.12120]],
  "forces_ev_per_angstrom": [[1.5, 0.6, -1.2], [0.4, -1.7, -0.8], [-0.4, 0.2, -0.1], [-0.2, -0.6, -0.2], [0.2, 1.9, 2.0], [-1.7, -0.3, 0.3], [1.7, -0.1, -1.9], [-1.5, 0.5, 1.1], [-0.3, -1.1, -0.1], [0.1, 0.7, 0.9]],
  "nbo_charge": [-1.081, 1.271, 0.497, -0.231, -0.239, -0.217, -0.996, 0.970, -0.485, 0.512]
}